1.
C23H30ClN3O3 | ωB97M-V/def2-TZVPD

Geometry (Å):
C (-0.64, -1.86, -2.63)
C (0.31, -3.52, -3.75)
H (0.30, -4.53, -6.27)
C (-2.14, -0.16, 3.28)
N (-0.33, 0.36, -1.72)
H (2.43, 5.58, 1.46)
H (1.43, 1.22, 3.55)
H (-3.18, -1.54, -4.14)
H (1.47, 6.32, 2.75)
C (-2.96, -2.35, -3.43)
H (-3.43, -3.26, -3.77)
C (-0.58, 1.38, -0.73)
H (2.87, 1.12, -2.46)
H (0.67, 5.66, 1.32)
H (2.76, 1.96, -0.09)
O (1.49, 3.10, 1.77)
C (0.59, -2.46, -2.88)
C (0.42, 0.84, 3.46)
N (-1.55, -2.58, -3.33)
O (-1.99, -0.95, -0.94)
H (2.18, 4.03, 3.42)
H (1.93, 0.33, 1.39)
C (0.89, 0.32, 1.05)
H (2.31, -0.13, -1.34)
H (1.54, -2.21, -2.46)
H (0.72, -0.57, 0.45)
H (0.88, -6.04, -2.87)
C (0.87, -5.93, -3.96)
C (1.29, -4.35, -5.87)
H (-1.45, 1.10, -0.14)
N (-0.99, -3.56, -4.02)
C (2.05, 0.83, -1.80)
C (1.49, 5.53, 2.01)
H (1.57, -6.65, -4.39)
H (-3.35, -2.07, -2.45)
C (-0.02, 0.31, 2.25)
C (-1.72, 0.40, 4.47)
H (-1.66, -0.66, 1.26)
C (1.87, 1.89, -0.71)
C (-1.04, -0.79, -1.70)
C (0.39, 2.77, 1.09)
H (0.86, -0.09, -3.37)
C (-1.31, -0.21, 2.18)
H (-0.13, -6.14, -4.32)
O (-0.66, 3.34, 1.19)
H (1.71, 2.86, -1.19)
C (-0.43, 0.89, 4.55)
H (-3.14, -0.56, 3.21)
H (0.53, 1.63, -3.09)
H (1.60, -3.34, -6.15)
H (1.99, -5.06, -6.31)
C (1.27, -4.50, -4.35)
C (1.37, 4.18, 2.70)
C (0.65, 1.57, 0.17)
H (0.40, 4.10, 3.21)
H (2.27, -4.28, -3.95)
H (-2.37, 0.45, 5.33)
Cl (0.14, 1.59, 6.03)
C (0.76, 0.68, -2.60)
H (-0.81, 2.33, -1.23)

E_LUMO (eV): 0.62
ΔE to the lowest compared entry with this formula, charge and spin (eV): 0.510
Orbital gap (eV): 9.6
Total charge: 0
Largest force on an atom (eV/A): 0.8

These are the natural (NBO) partial charges, in e, on atoms 1 to 4: 0.032 0.136 0.216 -0.172

2.
C25H29Si | ωB97M-V/def2-TZVPD

Geometry (Å):
C (-0.53, -6.38, 4.26)
H (-1.20, 2.76, 7.67)
C (-0.09, -5.74, 3.10)
C (2.87, -0.10, 2.09)
H (-3.19, 2.19, 9.06)
H (-2.45, -9.06, 8.21)
H (-1.79, -5.98, 11.09)
H (-0.16, -6.25, 2.13)
C (0.29, -1.44, 5.35)
C (3.90, -0.96, 1.69)
C (-2.19, -8.06, 8.59)
C (0.88, -2.35, 4.42)
H (0.78, -3.97, 2.25)
H (-2.67, -7.33, 7.93)
H (-2.65, -7.97, 9.58)
H (2.84, 0.92, 1.70)
H (0.66, -0.42, 5.26)
H (1.10, 0.16, 3.30)
H (-0.02, 1.00, 6.40)
C (-2.69, 1.42, 8.48)
H (-4.02, -0.16, 9.14)
C (1.89, -1.86, 3.47)
C (-3.15, 0.09, 8.53)
C (3.92, -2.28, 2.17)
C (-2.50, -0.91, 7.81)
H (-2.85, -1.94, 7.86)
H (-0.24, -8.70, 9.21)
H (2.27, -6.73, 8.50)
C (-1.57, 1.73, 7.71)
H (-0.32, -4.99, 8.51)
Si (-0.01, -6.26, 9.37)
H (-0.95, -7.39, 4.21)
C (-0.90, 0.73, 6.98)
C (0.43, -4.45, 3.16)
C (-1.35, -0.62, 7.02)
H (2.92, -3.78, 3.34)
C (1.85, -6.54, 9.49)
C (-0.73, -1.67, 6.26)
C (-0.67, -7.87, 8.63)
H (-0.32, -5.11, 11.53)
C (-0.41, -5.73, 5.50)
H (4.72, -2.96, 1.88)
C (0.13, -4.45, 5.56)
C (-0.70, -6.04, 11.10)
H (-0.26, -7.97, 7.62)
H (-0.74, -6.23, 6.42)
H (-0.41, -6.85, 11.78)
C (0.49, -3.75, 4.39)
H (-1.20, -2.65, 6.33)
H (0.30, -3.98, 6.53)
H (2.34, -5.66, 9.91)
H (2.10, -7.40, 10.12)
C (1.90, -0.53, 3.00)
C (2.91, -2.73, 3.01)
H (4.69, -0.61, 1.02)

E_LUMO (eV): -5.46
ΔE to the lowest compared entry with this formula, charge and spin (eV): 0.000
Orbital gap (eV): 6.5
Total charge: +1
Largest force on an atom (eV/A): 1.1

These are the natural (NBO) partial charges, in e, on atoms 1 to 4: -0.161 0.234 -0.214 -0.215

3.
C7H5NO4 | ωB97M-V/def2-TZVPD

Geometry (Å):
C (0.02, -2.21, -0.65)
C (0.66, -0.28, -1.99)
C (0.52, 0.52, -0.90)
O (0.84, 1.82, -0.81)
H (0.33, -2.24, -2.80)
N (-1.14, 1.84, 1.94)
H (1.05, 0.19, -2.87)
H (-0.48, -1.82, 1.38)
O (-1.50, 1.39, 3.01)
O (0.78, 2.27, 0.56)
C (0.39, -1.63, -1.91)
O (-1.85, 2.56, 1.25)
C (-0.03, -0.08, 0.21)
C (0.18, 1.47, 1.41)
H (0.77, 0.86, 2.15)
H (-0.20, -3.28, -0.47)
C (-0.34, -1.39, 0.46)

E_LUMO (eV): -0.41
ΔE to the lowest compared entry with this formula, charge and spin (eV): 8.668
Orbital gap (eV): 9.0
Total charge: 0
Largest force on an atom (eV/A): 6.2

These are the natural (NBO) partial charges, in e, on atoms 1 to 4: -0.203 -0.240 0.199 -0.184

4.
C13H25ClCoEuNSi | ωB97M-V/def2-TZVPD

Geometry (Å):
C (3.13, 1.32, 0.75)
C (2.91, -0.56, 3.11)
H (2.35, 2.40, 4.59)
H (2.64, -1.36, 2.41)
C (2.90, 2.50, 3.64)
C (-2.18, -0.31, 0.72)
H (-2.59, 0.25, 6.36)
H (2.59, 1.68, -2.72)
H (-1.52, 0.82, -4.23)
H (-2.52, 0.74, 0.76)
H (3.97, 2.51, 3.87)
H (2.41, -0.78, 4.06)
C (-0.47, -0.42, 3.77)
H (-2.33, -0.82, 1.68)
H (2.84, 2.26, 0.27)
Cl (-0.21, 2.19, -1.78)
C (2.30, 0.71, -3.16)
Si (2.42, 1.13, 2.48)
H (0.02, -1.24, 3.26)
H (-0.31, -2.01, -1.93)
C (0.60, -1.37, -1.99)
H (2.63, 3.48, 3.21)
H (-2.61, -0.85, -0.14)
Eu (0.14, 0.24, 0.19)
C (-1.81, 1.74, 4.99)
C (-0.70, 0.08, -4.30)
C (-1.30, -0.64, 4.88)
C (-0.99, 1.98, 3.89)
C (-0.24, 0.91, 3.31)
H (-0.09, 0.30, -5.20)
H (-1.42, -1.66, 5.24)
C (-1.95, 0.44, 5.49)
H (1.52, -1.91, -1.69)
H (-2.34, 2.56, 5.46)
H (-0.87, 2.98, 3.47)
N (0.69, 1.17, 2.32)
H (2.99, -0.09, -2.84)
Co (0.44, 0.30, -2.70)
H (2.91, 0.50, 0.03)
H (2.31, 0.79, -4.26)
H (3.99, -0.63, 3.28)
H (4.23, 1.32, 0.86)
H (-1.10, -0.94, -4.35)

E_LUMO (spin up / spin down) (eV): 2.21 / 2.04
ΔE to the lowest compared entry with this formula, charge and spin (eV): 0.066
Orbital gap (spin up / spin down) (eV): 5.7 / 5.7
Total charge: -1
Multiplicity: 11
Largest force on an atom (eV/A): 2.7

These are the Löwdin partial charges, in e, on atoms 1 to 4: -0.216 -0.196 0.031 0.021

5.
C6H11NO2 | ωB97M-V/def2-TZVPD

Geometry (Å):
C (-0.35, 2.02, 0.77)
H (-1.72, 3.28, -0.51)
C (-0.94, 2.52, -0.57)
H (-2.58, 0.18, 1.60)
H (-0.18, 2.80, -1.31)
O (-2.44, 0.66, -1.35)
H (0.71, -0.69, -0.70)
H (-2.19, 2.63, 1.88)
C (1.11, 2.25, 1.03)
H (1.19, 0.05, -2.02)
H (1.45, 1.64, 1.89)
H (-1.03, -0.16, 2.45)
H (1.71, 1.99, 0.15)
O (0.55, -0.62, -1.74)
H (-0.81, 2.25, 2.95)
H (1.28, 3.31, 1.27)
N (-0.78, 0.60, 0.46)
C (-1.54, 0.51, 1.74)
C (-1.30, 2.01, 2.00)
C (-1.48, 1.11, -0.77)

E_LUMO (eV): 0.68
ΔE to the lowest compared entry with this formula, charge and spin (eV): 2.508
Orbital gap (eV): 9.9
Total charge: 0
Largest force on an atom (eV/A): 3.4

These are the natural (NBO) partial charges, in e, on atoms 1 to 4: 0.130 0.243 -0.537 0.211

6.
C27H34Br2ClGe2MnN2 | ωB97M-V/def2-TZVPD

Geometry (Å):
H (-2.14, -1.13, -4.03)
C (3.27, 2.20, 0.80)
C (2.00, 1.73, 1.10)
H (2.39, -2.38, -0.93)
C (-0.56, -6.21, -1.51)
C (-4.24, -1.56, -1.84)
H (-0.82, -2.32, 2.79)
H (-3.93, -2.13, -2.72)
H (-5.16, -1.03, -2.09)
C (3.15, 1.02, -1.28)
H (-0.46, 2.63, 5.70)
Ge (-1.48, -1.51, -1.02)
H (-2.06, -0.38, 3.06)
H (0.52, -1.74, -2.59)
C (1.90, 0.58, -0.88)
C (-1.62, -3.44, -0.94)
C (3.16, -3.91, 0.38)
H (-2.95, 0.17, -2.15)
H (3.56, 0.71, -2.22)
H (3.82, 2.82, 1.49)
C (0.36, -8.20, -0.52)
C (1.35, 2.04, 2.39)
H (2.76, -4.74, -0.20)
Ge (0.47, -2.73, 0.66)
H (4.20, -3.77, 0.10)
H (2.81, -1.79, 0.67)
C (-0.42, -1.19, -2.67)
H (1.17, -7.96, 1.45)
Br (1.80, 4.60, 5.59)
C (-1.20, -1.67, -3.90)
H (3.14, -4.21, 1.43)
C (-3.18, -0.57, -1.37)
H (-0.19, -0.13, -2.78)
Cl (-3.29, -1.88, 1.83)
H (0.82, -1.65, 2.91)
H (2.67, 3.65, 2.95)
C (-0.26, -7.57, -1.58)
Br (5.55, 2.47, -0.86)
C (0.38, -6.12, 0.69)
H (0.61, -3.49, 4.50)
H (-0.61, -1.52, -4.81)
C (1.18, 3.26, 4.44)
C (0.67, -3.73, 3.44)
C (0.24, -2.53, 2.61)
H (0.60, -9.25, -0.58)
N (0.28, 1.28, 2.71)
H (0.63, -5.57, 1.59)
C (-0.27, -5.47, -0.36)
H (0.02, -4.59, 3.27)
C (0.08, 2.49, 4.77)
H (-2.33, -4.01, -1.52)
C (-2.40, -0.31, 2.02)
H (-1.20, 0.91, 4.10)
H (-1.43, -2.73, -3.84)
C (3.84, 1.85, -0.41)
Mn (-0.48, -0.13, 1.08)
H (1.70, -4.04, 3.24)
H (-3.52, -0.03, -0.50)
H (1.34, -0.09, -1.51)
C (-0.33, 1.52, 3.87)
H (-4.47, -2.28, -1.05)
H (-0.49, -8.12, -2.48)
C (2.37, -2.63, 0.13)
H (-3.14, 0.50, 1.99)
N (1.31, 0.93, 0.27)
C (-0.61, -4.03, -0.29)
C (0.68, -7.47, 0.62)
H (-1.02, -5.73, -2.36)
C (1.82, 3.04, 3.23)

E_LUMO (spin up / spin down) (eV): -3.79 / -3.93
ΔE to the lowest compared entry with this formula, charge and spin (eV): 1.280
Orbital gap (spin up / spin down) (eV): 6.3 / 6.9
Total charge: +1
Multiplicity: 6
Largest force on an atom (eV/A): 0.9

These are the natural (NBO) partial charges, in e, on atoms 1 to 4: 0.208 -0.246 0.191 0.227